No. 1
Here is one molecule with the formula C4H8O2S at a distorted geometry from the OMol25 dataset. Energies are from wB97M-V/def2-TZVPD.

Element x y z (Å)
C  -2.3638  -0.2246  -0.2872
O  -1.0960  -0.7340  -0.6100
C  -0.0775  -0.5706  0.3287
C  0.4616  0.8646  0.4247
O  1.5068  1.0154  -0.5271
C  2.3452  -0.0692  -0.4364
S  1.3592  -1.5591  -0.0448
H  -2.3584  0.8032  -0.0307
H  -2.9416  -0.7674  0.5233
H  -3.0021  -0.3896  -1.1917
H  -0.3732  -0.9045  1.3654
H  0.8681  0.9992  1.4895
H  -0.3197  1.6342  0.1671
H  3.2165  0.0435  0.2417
H  2.7749  -0.1413  -1.4126

Its HOMO-LUMO gap is 9.80 eV. The largest force on an atom comes out at 2.39 eV Å⁻¹. As for the charge: 0. Its energy is -19206.484 eV. The calculation puts the HOMO energy at -8.961 eV. The SMILES is CO[C@@H]1COCS1. The energy above the lowest of the compared OMol25 structures with the same formula, charge and spin comes out at 1.914 eV. As for the LUMO energy: 0.84 eV.

=====

No. 2
Here is one molecule with the formula C24H30N4O3 at a distorted geometry from the OMol25 dataset. Energies are from wB97M-V/def2-TZVPD.

Element x y z (Å)
C  2.0767  4.8484  -0.2613
C  1.2521  3.6443  -0.7300
N  1.0858  2.6237  0.2791
C  0.0777  2.8772  1.2818
C  -1.2344  2.1082  1.0657
C  -2.0772  2.6654  -0.0819
N  -3.3660  2.0149  -0.1339
C  -3.7147  1.1638  -1.1262
O  -3.1162  1.0857  -2.1743
C  -5.0009  0.3826  -0.8507
C  -4.9430  -0.4431  0.4401
C  -3.6946  -1.2437  0.4931
N  -2.5284  -0.8926  0.0611
C  -1.7483  -1.9923  0.3129
C  -0.3667  -2.0726  -0.0968
C  0.4367  -3.1456  0.2940
C  1.7253  -3.2432  -0.1718
C  2.2424  -2.2799  -1.0453
O  3.5083  -2.4996  -1.4764
C  4.0597  -1.6194  -2.4275
C  1.4449  -1.2025  -1.4230
C  0.1532  -1.1006  -0.9473
N  -2.4214  -2.9515  0.8983
O  -3.6951  -2.4756  1.0186
C  2.0668  1.6797  0.5105
C  3.3020  1.7102  -0.1483
C  4.2667  0.7574  0.1164
C  4.0380  -0.2607  1.0232
C  2.8134  -0.3282  1.6736
C  2.5380  -1.4150  2.6691
C  1.8509  0.6322  1.4147
H  1.5863  5.3479  0.5712
H  3.0638  4.5352  0.0679
H  2.1869  5.5622  -1.0736
H  0.2575  3.9874  -1.0264
H  1.7146  3.1951  -1.6114
H  -0.1466  3.9485  1.2897
H  0.4782  2.6228  2.2686
H  -1.0281  1.0576  0.8630
H  -1.8175  2.1719  1.9897
H  -2.2261  3.7448  0.0458
H  -1.5979  2.4774  -1.0436
H  -3.8770  1.9851  0.7337
H  -5.1569  -0.2783  -1.7039
H  -5.8374  1.0826  -0.7998
H  -5.7938  -1.1247  0.4981
H  -4.9807  0.2039  1.3220
H  0.0264  -3.8942  0.9535
H  2.3610  -4.0673  0.1112
H  5.0601  -1.9975  -2.6323
H  4.1273  -0.6016  -2.0335
H  3.4757  -1.6177  -3.3534
H  1.8193  -0.4408  -2.0871
H  -0.4776  -0.2816  -1.2566
H  3.5326  2.4837  -0.8627
H  5.2232  0.8250  -0.3851
H  4.7997  -1.0000  1.2190
H  2.8159  -1.0834  3.6708
H  1.4820  -1.6750  2.6770
H  3.1158  -2.3055  2.4353
H  0.9051  0.5428  1.9243

Its HOMO-LUMO gap is 8.10 eV. The largest force on an atom comes out at 1.20 eV Å⁻¹. As for the charge: 0. Its energy is -37477.778 eV. The calculation puts the HOMO energy at -7.508 eV. The SMILES is CCN(CCCNC(=O)CCc1nc(-c2ccc(OC)cc2)no1)c1cccc(C)c1. The energy above the lowest of the compared OMol25 structures with the same formula, charge and spin comes out at 3.212 eV. As for the LUMO energy: 0.60 eV.